(1)
{
  "formula": "C26H18F42NO8S",
  "method": "wB97M-V/def2-TZVPD",
  "gap_ev": 7.5,
  "total_charge": -1,
  "lumo_energy_ev": 1.871,
  "homo_energy_ev": -5.663,
  "symbols": ["O", "C", "O", "C", "N", "C", "F", "F", "C", "F", "F", "C", "F", "F", "F", "S", "O", "O", "C", "F", "F", "F", "H", "H", "C", "C", "C", "F", "F", "F", "F", "O", "C", "C", "F", "F", "F", "F", "H", "H", "H", "H", "C", "C", "C", "F", "F", "F", "F", "O", "C", "C", "F", "F", "F", "F", "H", "H", "H", "H", "C", "C", "C", "F", "F", "F", "F", "O", "C", "C", "F", "F", "F", "F", "H", "H", "H", "H", "C", "C", "C", "F", "F", "F", "F", "O", "C", "C", "F", "F", "F", "F", "H", "H", "H", "H"],
  "positions_angstrom": [[-1.2540, 4.0403, -1.0816], [-1.0391, 2.9369, -1.6409], [0.0307, 2.3314, -1.7621], [-2.3473, 2.3111, -2.2610], [-2.4064, 0.8366, -2.2167], [-2.6270, 0.2828, -0.9335], [-3.4057, -0.8169, -1.1194], [-3.2985, 1.0808, -0.0762], [-1.3609, -0.2232, -0.1837], [-0.7302, 0.7441, 0.4402], [-1.8175, -1.0568, 0.8053], [-0.3874, -1.0916, -1.0246], [-1.0005, -2.2064, -1.4323], [0.1338, -0.4674, -2.0527], [0.6307, -1.4528, -0.2296], [-2.3335, 2.7947, -4.0261], [-2.6179, 4.1920, -4.0716], [-1.1261, 2.4151, -4.6771], [-3.7860, 2.0109, -4.8826], [-3.6225, 0.6977, -5.0676], [-3.8469, 2.5504, -6.0982], [-4.9334, 2.2618, -4.2875], [-3.2118, 2.8226, -1.8412], [-3.1590, 0.4987, -2.8059], [-3.7330, 0.2063, -9.1978], [-5.1516, -0.0569, -8.6532], [-5.2877, -1.0451, -7.4941], [-4.8941, -2.2870, -7.8389], [-6.5900, -1.1305, -7.1250], [-5.9616, -0.4192, -9.6754], [-5.6143, 1.1371, -8.1925], [-3.3507, -0.4691, -10.3944], [-2.7757, -1.7226, -10.3573], [-3.6244, -2.7484, -11.1108], [-4.8399, -2.8743, -10.5463], [-3.0214, -3.9596, -11.0662], [-2.5084, -2.1126, -9.1011], [-1.5858, -1.6279, -10.9956], [-3.7331, 1.2570, -9.4847], [-2.9730, 0.1213, -8.4217], [-4.7087, -0.7131, -6.6304], [-3.7518, -2.4479, -12.1526], [5.0354, -0.9110, 1.5348], [3.6108, -0.6512, 1.0039], [3.1817, 0.8077, 0.8211], [3.1738, 1.4724, 1.9994], [1.9374, 0.8558, 0.3247], [2.7245, -1.3103, 1.7819], [3.5581, -1.2269, -0.2283], [5.1789, -1.2271, 2.9196], [5.3335, -0.2408, 3.8675], [4.1993, -0.2707, 4.8937], [3.0129, -0.0445, 4.3116], [4.3962, 0.7085, 5.8189], [5.4788, 0.9747, 3.3098], [6.4891, -0.5030, 4.5229], [5.3622, -1.8195, 1.0307], [5.7370, -0.1392, 1.2206], [3.8465, 1.3271, 0.1238], [4.1591, -1.2375, 5.3984], [-3.8145, -3.3535, 2.0869], [-5.1979, -3.4925, 1.4188], [-6.4315, -3.2671, 2.2954], [-6.5176, -4.1721, 3.2901], [-7.5499, -3.3996, 1.5400], [-5.2786, -4.6951, 0.8040], [-5.2503, -2.5504, 0.4407], [-3.1486, -4.5593, 2.4617], [-3.3606, -5.1443, 3.6901], [-3.9281, -6.5573, 3.5456], [-5.1243, -6.5352, 2.9286], [-4.1078, -7.1047, 4.7721], [-4.1207, -4.3738, 4.4885], [-2.1520, -5.2489, 4.2911], [-3.1671, -2.9292, 1.3214], [-3.8171, -2.6212, 2.8934], [-6.4260, -2.2620, 2.7251], [-3.2476, -7.1851, 2.9674], [7.6356, 3.5351, 5.9612], [7.2368, 2.5689, 7.0947], [5.7886, 2.6181, 7.5832], [5.4802, 3.8151, 8.1233], [5.6095, 1.6873, 8.5539], [8.0894, 2.7272, 8.1340], [7.4366, 1.3108, 6.6142], [8.3311, 4.7256, 6.3222], [7.6508, 5.8803, 6.6548], [7.9720, 6.3260, 8.0826], [7.5902, 5.3927, 8.9744], [7.3007, 7.4662, 8.3651], [6.3307, 5.7580, 6.4472], [8.0874, 6.8476, 5.8152], [8.3628, 2.9840, 5.3662], [6.8055, 3.7380, 5.2850], [5.0952, 2.4047, 6.7748], [9.0436, 6.5012, 8.1965]]
}


(2)
{
  "formula": "C26H19BeN7O4S",
  "method": "wB97M-V/def2-TZVPD",
  "gap_ev": 7.0,
  "lumo_energy_ev": -0.816,
  "homo_energy_ev": -7.835,
  "symbols": ["Be", "O", "C", "O", "C", "C", "C", "N", "C", "C", "C", "C", "C", "C", "C", "N", "C", "C", "C", "C", "C", "N", "H", "H", "H", "H", "H", "H", "H", "H", "H", "H", "N", "C", "C", "C", "C", "C", "C", "S", "O", "O", "N", "C", "N", "C", "C", "C", "N", "H", "H", "H", "H", "H", "H", "H", "H", "H"],
  "positions_angstrom": [[-0.0883, -0.0392, 0.0562], [6.4274, 0.0222, -1.1465], [5.9739, -0.0324, -0.0107], [6.4743, -0.0121, 1.1052], [4.3685, -0.0921, 0.0162], [3.6563, -0.0842, -1.1768], [2.2715, -0.0922, -1.1209], [1.6250, -0.0595, 0.0486], [2.2986, -0.0253, 1.1988], [3.6841, -0.0362, 1.2240], [1.4056, 0.0033, 2.3487], [1.7965, -0.2461, 3.6581], [0.8251, -0.2592, 4.6430], [-0.4898, 0.0181, 4.2983], [-0.7818, 0.2749, 2.9689], [0.1355, 0.2546, 2.0195], [1.3521, -0.1626, -2.2451], [1.7307, -0.2668, -3.5818], [0.7402, -0.3400, -4.5432], [-0.5926, -0.3247, -4.1454], [-0.8768, -0.2147, -2.7951], [0.0671, -0.1216, -1.8747], [4.2194, -0.0824, -2.0983], [4.2640, -0.0154, 2.1337], [2.8293, -0.4463, 3.8899], [1.0855, -0.4917, 5.6646], [-1.2768, 0.0145, 5.0369], [-1.7976, 0.4869, 2.6587], [2.7737, -0.2986, -3.8523], [0.9969, -0.4204, -5.5884], [-1.3909, -0.4062, -4.8664], [-1.8963, -0.2138, -2.4337], [-7.1023, -4.4132, 0.8392], [-5.8186, -3.9413, 0.8493], [-5.3388, -3.2054, 1.9416], [-4.0212, -2.8019, 1.9816], [-3.1756, -3.1128, 0.9330], [-3.6282, -3.8348, -0.1552], [-4.9437, -4.2467, -0.2015], [-1.4791, -2.5905, 0.9919], [-0.6620, -3.4710, 0.2119], [-1.0976, -2.3835, 2.3667], [-1.3648, -1.1278, 0.2375], [-2.1841, -0.1063, 0.2786], [-1.5008, 1.0464, 0.0178], [-2.1581, 2.1880, 0.0360], [-3.5201, 2.2223, 0.2855], [-4.1381, 0.9934, 0.5041], [-3.5000, -0.1576, 0.5059], [-7.7584, -4.0339, 1.4992], [-7.4765, -4.7848, -0.0170], [-6.0106, -2.9777, 2.7579], [-3.6152, -2.2697, 2.8265], [-2.9246, -4.0891, -0.9315], [-5.3130, -4.8230, -1.0382], [-1.5722, 3.0802, -0.1393], [-4.0677, 3.1473, 0.3246], [-5.1987, 0.9212, 0.7016]]
}


(3)
{
  "formula": "C26H19Br2Cl2FeNO5P",
  "method": "wB97M-V/def2-TZVPD",
  "de_lowest_kcal_mol": 14.06,
  "s2": 8.76,
  "gap_ev": [7.9, 7.0],
  "multiplicity": 6,
  "lumo_energy_ev": [-0.306, -1.267],
  "homo_energy_ev": [-8.190, -8.237],
  "symbols": ["Fe", "O", "C", "O", "C", "P", "C", "C", "C", "C", "C", "C", "C", "C", "C", "C", "C", "C", "H", "H", "H", "H", "H", "H", "H", "H", "H", "H", "H", "H", "C", "C", "C", "C", "C", "C", "Br", "C", "C", "Br", "C", "O", "C", "N", "H", "H", "H", "H", "H", "H", "Cl", "C", "Cl", "C", "O", "O", "H"],
  "positions_angstrom": [[0.1150, -0.4299, 1.5184], [-2.2020, 1.9073, 3.8136], [-1.6615, 1.4667, 2.8369], [-0.5103, 0.8193, 2.8254], [-2.2972, 1.6482, 1.4306], [-0.9172, 1.4423, 0.2544], [0.0344, 2.9733, 0.4590], [-0.4777, 4.1718, -0.0392], [0.2113, 5.3577, 0.1553], [1.4133, 5.3556, 0.8509], [1.9193, 4.1700, 1.3620], [1.2302, 2.9817, 1.1703], [-1.5526, 1.4901, -1.4350], [-0.7804, 2.0482, -2.4538], [-1.2045, 1.9624, -3.7710], [-2.3929, 1.3155, -4.0807], [-3.1607, 0.7522, -3.0704], [-2.7417, 0.8362, -1.7508], [-2.7675, 2.6283, 1.3705], [-3.0580, 0.8776, 1.2970], [-1.4138, 4.1782, -0.5847], [-0.1915, 6.2838, -0.2332], [1.9505, 6.2828, 1.0022], [2.8486, 4.1638, 1.9155], [1.6221, 2.0721, 1.6036], [0.1530, 2.5435, -2.2176], [-0.6029, 2.4009, -4.5565], [-2.7213, 1.2506, -5.1097], [-4.0884, 0.2490, -3.3083], [-3.3435, 0.3862, -0.9714], [0.9662, -1.0828, -2.1334], [0.6817, -2.2767, -1.2810], [0.9141, -3.5559, -1.8379], [0.6338, -4.6836, -1.1342], [0.0708, -4.5721, 0.1544], [-0.3155, -5.6581, 0.9760], [-0.0496, -7.4415, 0.3907], [-0.8845, -5.4399, 2.1947], [-1.0995, -4.1292, 2.6553], [-1.9064, -3.8612, 4.3321], [-0.7363, -3.0327, 1.9066], [-0.9253, -1.7890, 2.2881], [-0.1333, -3.2687, 0.6410], [0.2025, -2.1377, -0.0598], [0.5258, -1.2271, -3.1218], [2.0414, -0.9496, -2.2557], [0.5635, -0.1829, -1.6929], [1.3191, -3.6137, -2.8394], [0.8189, -5.6630, -1.5542], [-1.1788, -6.2720, 2.8182], [4.7368, 0.7278, 2.5329], [4.1887, -0.4101, 1.2874], [4.6822, -2.0709, 1.6421], [2.6724, -0.3181, 1.1687], [1.9737, -0.6816, 2.1652], [2.1804, 0.1213, 0.1237], [4.6452, -0.1162, 0.3503]]
}


(4)
{
  "formula": "C26H19ClN6O3RhS",
  "method": "wB97M-V/def2-TZVPD",
  "de_lowest_kcal_mol": 1.60,
  "gap_ev": [5.8, 5.6],
  "total_charge": 1,
  "lumo_energy_ev": [-4.797, -4.908],
  "homo_energy_ev": [-10.569, -10.525],
  "symbols": ["Rh", "Cl", "C", "C", "C", "C", "O", "C", "C", "N", "C", "C", "C", "C", "C", "C", "C", "C", "N", "C", "C", "H", "H", "H", "H", "H", "H", "H", "H", "H", "H", "N", "C", "C", "C", "C", "C", "C", "S", "O", "O", "N", "C", "N", "C", "C", "C", "N", "H", "H", "H", "H", "H", "H", "H", "H", "H"],
  "positions_angstrom": [[0.6502, 0.3922, -0.2292], [5.1183, 0.7811, 5.5090], [3.8308, 0.7030, 4.3504], [2.4972, 0.6530, 4.7939], [1.4632, 0.5884, 3.9033], [1.6933, 0.5684, 2.5119], [0.6493, 0.5023, 1.7343], [3.0410, 0.6301, 2.0675], [3.4272, 0.6608, 0.7054], [2.6496, 0.6578, -0.3204], [3.1469, 0.7140, -1.6589], [4.4460, 0.8631, -2.0400], [4.7976, 0.9192, -3.4050], [3.8503, 0.8394, -4.3793], [2.4926, 0.6877, -4.0216], [1.4417, 0.6185, -4.9664], [0.1588, 0.4596, -4.5429], [-0.1035, 0.3610, -3.1667], [0.8437, 0.4307, -2.2639], [2.1528, 0.6061, -2.6610], [4.0937, 0.6902, 3.0208], [2.2986, 0.6625, 5.8581], [0.4370, 0.5456, 4.2426], [4.5002, 0.6954, 0.5258], [5.2346, 0.9420, -1.3036], [5.8382, 1.0348, -3.6755], [4.1211, 0.8877, -5.4264], [1.6730, 0.6984, -6.0216], [-0.6642, 0.4006, -5.2406], [-1.1093, 0.1928, -2.8119], [5.1207, 0.7295, 2.6771], [-5.4059, -3.7408, 3.1344], [-4.4615, -3.2692, 2.2793], [-4.5853, -3.4775, 0.8952], [-3.6394, -2.9838, 0.0278], [-2.5467, -2.2833, 0.5374], [-2.3971, -2.0777, 1.9091], [-3.3462, -2.5662, 2.7709], [-1.3754, -1.6464, -0.5384], [-1.7533, -1.9208, -1.8938], [-0.0056, -1.9902, -0.1246], [-1.2508, -0.0584, -0.2645], [-1.9549, 1.0819, -0.4329], [-3.2651, 1.1696, -0.5570], [-3.7381, 2.4132, -0.6385], [-2.9313, 3.5421, -0.5969], [-1.5684, 3.3348, -0.4966], [-1.0666, 2.1058, -0.4275], [-6.2074, -4.2380, 2.7931], [-5.3321, -3.5912, 4.1230], [-5.4335, -4.0324, 0.5137], [-3.7313, -3.1303, -1.0393], [-1.5369, -1.5373, 2.2876], [-3.2382, -2.4175, 3.8383], [-4.8138, 2.5034, -0.7361], [-3.3431, 4.5380, -0.6484], [-0.8630, 4.1565, -0.4806]]
}


Number 1: total energy -6250.90252 a.u.. Number 2: total energy -2099.54844 a.u.. Number 3: total energy -9106.73183 a.u.. Number 4: total energy -2525.18595 a.u..